The following is a DFT calculation (the ωB97M-V functional and the def2-TZVPD basis) of one molecule with the formula C4H8N2OS in a non-equilibrium geometry.

- E (eV) = -20137.92722
- SMILES string = [H]/N=C1/NO[C@H](CC)S1
- energy relative to the best compared isomer or geometry (same formula, charge and spin) (kcal per mole) = 67.0
- lowest unoccupied orbital energy (eV) = 0.7038
- frontier orbital gap (Ha) = 0.357
- molar mass (g/mol) = 132.19

Bonds (Å) are listed after each position.
CARTESIAN COORDINATES (ANGSTROEM)
1 H 2.18 1.95 -2.79  N2 1.021
2 N 2.67 1.55 -1.99  H1 1.021, C3 1.260
3 C 1.70 1.21 -1.26  N2 1.260, N4 1.428, S9 1.744
4 N 1.95 0.66 0.04  C3 1.428, O5 1.372, H10 1.071
5 O 0.91 -0.12 0.46  N4 1.372, C6 1.450
6 C -0.36 0.43 0.02  O5 1.450, C7 1.524, S9 1.829, H11 1.104
7 C -1.33 -0.74 0.12  C6 1.524, C8 1.537, H12 1.154, H13 1.137
8 C -1.57 -1.19 1.57  C7 1.537, H14 1.235, H15 1.121, H16 1.181
9 S 0.01 1.06 -1.65  C3 1.744, C6 1.829
10 H 2.87 0.11 -0.06  N4 1.071
11 H -0.69 1.23 0.71  C6 1.104
12 H -0.91 -1.66 -0.43  C7 1.154
13 H -2.35 -0.50 -0.34  C7 1.137
14 H -2.34 -0.43 2.15  C8 1.235
15 H -0.59 -1.36 2.09  C8 1.121
16 H -2.14 -2.21 1.37  C8 1.181

Löwdin population analysis, charges in e, atoms 1 to 4: 0.03, 0.08, -0.77, -0.03

=====

The following is a DFT calculation (the ωB97M-V functional and the def2-TZVPD basis) of one molecule with the formula C4H8N2OS in a non-equilibrium geometry.

- E (eV) = -20136.75334
- SMILES string = C[C@@](O)(C=S)/C=N/N
- energy relative to the best compared isomer or geometry (same formula, charge and spin) (kcal per mole) = 94.1
- lowest unoccupied orbital energy (eV) = -0.3117
- frontier orbital gap (Ha) = 0.306
- molar mass (g/mol) = 132.19

Bonds (Å) are listed after each position.
CARTESIAN COORDINATES (ANGSTROEM)
1 C 1.68 0.86 -0.65  C2 1.561, H9 1.109, H10 1.039, H11 1.089
2 C 0.19 0.95 -0.19  C1 1.561, O3 1.407, C4 1.491, C6 1.570
3 O 0.29 1.76 0.96  C2 1.407, H12 0.852
4 C -0.66 1.55 -1.25  C2 1.491, S5 1.588, H13 1.119
5 S -1.16 1.29 -2.74  C4 1.588
6 C -0.50 -0.39 0.23  C2 1.570, N7 1.271, H14 1.043
7 N -0.63 -0.64 1.47  C6 1.271, N8 1.389
8 N -1.12 -1.91 1.78  N7 1.389, H15 0.954, H16 1.047
9 H 1.79 0.25 -1.57  C1 1.109
10 H 2.26 0.52 0.15  C1 1.039
11 H 2.05 1.85 -0.89  C1 1.089
12 H 0.92 2.24 0.65  O3 0.852
13 H -1.29 2.32 -0.74  C4 1.119
14 H -0.72 -1.03 -0.57  C6 1.043
15 H -1.57 -2.24 1.01  N8 0.954
16 H -0.50 -2.27 2.54  N8 1.047

Löwdin population analysis, charges in e, atoms 1 to 4: 0.00, -0.58, 0.04, -0.65